C3H6N2O | the ωB97M-V functional and the def2-TZVPD basis

Atoms and positions in Å:
N 1.5593 -0.5384 0.4286
C 0.5200 0.0041 -0.4148
C -0.6645 -0.8845 -0.8721
O -1.6089 0.0965 -0.3570
C -0.5928 0.7794 0.2592
N -0.6139 1.6044 1.2046
H 2.4022 0.0240 0.3697
H 1.2708 -0.4807 1.4023
H 0.9552 0.5218 -1.2714
H -0.8462 -1.0566 -1.9368
H -0.7102 -1.8142 -0.3033
H -1.5751 1.7755 1.5011

Output
- HOMO level: -9.84 eV
- LUMO: 0.98 eV
- E_tot: -8234.9164 eV
- ΔE to the lowest compared entry with this formula, charge and spin: 172.0 kJ/mol
- Orbital gap: 10.8 eV